10
Properties=species:S:1:pos:R:3:lowdin_charge:R:1 method="wB97M-V/def2-TZVPD" charge=0 relative_energy_kcal_mol=45.0 homo_ev="-8.344 / -8.343" gap_ev="7.6 / 7.6" total_energy_ev=-84067.325
C -0.503 0.114 -0.020 -0.91
H 1.098 -0.856 0.980 0.05
H 0.416 2.031 -0.317 0.11
H -0.676 -1.273 1.810 0.07
C 0.484 0.956 -0.742 -0.16
C -0.012 -0.892 0.982 -0.61
S -0.216 -2.273 -0.319 0.46
H 0.211 1.191 -1.810 0.09
Br -2.312 0.560 0.061 0.77
H 1.509 0.440 -0.625 0.11



10
Properties=species:S:1:pos:R:3:lowdin_charge:R:1 method="wB97M-V/def2-TZVPD" charge=0 smiles=Br[C@H]1CCS1 relative_energy_kcal_mol=40.5 homo_ev="-9.039 / -9.039" gap_ev="8.9 / 8.9" total_energy_ev=-84067.522
Br 2.644 -0.479 0.116 0.51
H -0.429 0.166 1.733 0.02
H -1.945 0.616 0.685 0.05
C 0.877 0.172 -0.673 -0.99
C -0.945 0.381 0.887 -0.11
H -0.279 -1.645 0.303 0.14
H 0.920 0.160 -1.708 0.01
S 0.445 1.889 -0.055 0.65
C -0.322 -0.580 -0.216 -0.38
H -0.965 -0.680 -1.073 0.09



10
Properties=species:S:1:pos:R:3:lowdin_charge:R:1 method="wB97M-V/def2-TZVPD" charge=0 relative_energy_kcal_mol=52.8 homo_ev=-8.762 gap_ev=9.2 total_energy_ev=-84066.987
C 0.290 0.842 -0.752 -1.04
H -0.494 -1.890 0.013 0.06
C -0.487 0.597 0.609 -0.15
H 0.527 -1.894 1.445 0.01
H 0.692 1.883 -0.958 0.05
H -1.587 0.496 0.486 0.06
H 0.049 1.134 1.492 0.10
S 1.528 -0.524 -0.586 0.71
Br -0.852 0.647 -2.330 0.57
C 0.333 -1.291 0.580 -0.37